Here is a cluster of 2 separate species, C15H23FNO9P in total from the Open Molecules 2025 dataset. Energies are from ωB97M-V/def2-TZVPD.

```
50
Properties=species:S:1:pos:R:3:forces:R:3
C -4.457585 -3.714741 -0.708420 0.1 0.0 0.1
C -3.650275 -2.692532 0.070824 -0.2 0.1 -0.1
O -2.311203 -2.531395 -0.442888 0.1 0.0 0.2
P -1.241640 -3.709849 -0.303342 -0.1 0.0 -0.1
O -1.451805 -4.883393 -1.155337 -0.1 0.1 0.1
C 0.291446 -2.830756 -0.675699 0.0 0.1 -0.1
C 0.084915 -1.752023 -1.749535 0.1 0.0 0.0
C 1.430333 -1.220339 -2.282185 0.1 -0.1 0.0
C 2.043559 -0.233464 -1.347712 0.0 0.0 0.0
C 1.657716 0.988242 -0.991282 0.1 0.1 0.0
C 0.471547 1.785002 -1.431871 0.4 0.2 -0.1
O -0.597537 1.707612 -0.902952 -0.4 0.0 0.3
N 0.745031 2.665563 -2.485687 -0.3 -0.5 -0.2
C -0.411879 3.278052 -3.052073 0.1 0.5 0.1
O -0.854899 4.333440 -2.783657 0.1 -0.4 0.0
F -0.932869 2.487066 -4.001262 0.0 0.1 -0.1
C 2.615291 1.519238 0.020958 0.0 -0.1 0.0
O 2.670267 2.591759 0.518003 -0.1 0.0 0.1
O 3.522959 0.509734 0.307229 0.1 0.1 -0.3
C 3.301457 -0.521999 -0.579120 0.0 -0.1 0.0
O 4.034387 -1.448370 -0.693589 -0.1 0.0 0.1
O -1.283394 -4.091408 1.247362 0.3 0.0 -0.1
C -0.758170 -3.223518 2.265116 -0.2 0.1 0.2
C -1.244850 -3.724795 3.608046 0.0 -0.1 -0.1
H -4.181543 -4.734656 -0.439144 0.0 0.1 0.0
H -4.277115 -3.592599 -1.777099 -0.1 0.0 0.0
H -5.518519 -3.568878 -0.495586 0.0 0.0 0.0
H -3.599202 -2.951267 1.131620 0.0 0.0 0.0
H -4.101545 -1.703341 -0.008153 0.1 0.0 0.0
H 0.734962 -2.381587 0.215915 0.0 -0.1 0.0
H 0.968455 -3.607518 -1.042295 0.0 0.1 0.1
H -0.493264 -0.930714 -1.321287 0.0 -0.1 -0.1
H -0.494356 -2.148234 -2.585227 0.1 -0.1 0.0
H 1.285421 -0.761596 -3.264538 0.0 0.0 0.1
H 2.136047 -2.045171 -2.403038 0.0 0.0 -0.1
H 1.336342 2.234418 -3.190404 0.1 0.2 0.1
H -1.108117 -2.199073 2.095564 0.1 0.0 -0.1
H 0.333436 -3.232202 2.219986 0.0 -0.1 0.0
H -2.322397 -3.581907 3.703981 0.1 0.0 0.0
H -0.739819 -3.189971 4.413729 -0.1 0.0 0.0
H -1.040481 -4.791648 3.708472 0.1 0.1 0.0
C 2.130274 5.542610 1.943281 0.0 0.1 -0.1
C 1.776029 6.997146 2.182145 0.0 0.0 0.0
O 2.145279 7.832737 1.089375 0.0 0.0 0.0
H 3.198859 5.433936 1.757821 0.0 0.0 0.0
H 1.862293 4.927259 2.803390 0.0 0.0 0.0
H 1.600726 5.151298 1.072144 0.0 0.0 0.0
H 2.315776 7.389382 3.043688 0.0 0.0 0.0
H 0.704386 7.100062 2.386466 0.0 0.0 0.0
H 1.675268 7.524383 0.308266 0.0 0.0 0.0
```
Positions in Å, forces in eV/Å.

Values from the calculation:
E = -47854.48995 eV
frontier orbital gap = 8.63 eV
SMILES = CCOP(=O)(CCCC1=C(C(=O)NC(=O)F)C(=O)OC1=O)OCC.CCO